Entry from the OMol25 dataset: a single C3H5NO2 molecule in a non-equilibrium geometry (ωB97M-V/def2-TZVPD).

Calculated values
Kohn-Sham gap   10.198 eV
E_LUMO   0.744 eV
Net charge   0
SMILES   O=C1CCN1O
Molar mass   87.078 g/mol
Multiplicity   1
HOMO level   -9.5 eV
Electronic energy   -8772.988 eV
Relative energy (zero: lowest compared OMol25 entry of this formula, charge and spin)   4.707 eV

Geometry as XYZ:
```
11
C3H5NO2 (ωB97M-V/def2-TZVPD)
C 0.7258 0.7985 -0.0672
C -0.9805 0.8284 0.1458
C -0.8767 -0.6997 0.0695
H 1.3113 -1.9919 -0.4602
H 0.9688 1.3502 -0.9782
H 1.5347 0.7317 0.8146
H -1.5413 1.2022 -0.5936
H -1.2750 1.3700 1.1442
N 0.4728 -0.6694 -0.3535
O 1.3912 -1.3807 0.2933
O -1.7311 -1.5394 -0.0146
```

Here are the Mulliken charges for atoms 1 to 6, given in e: C -0.460; C -0.491; C 0.469; H 0.406; H 0.230; H 0.317